# 1
Here is an isolated ion of composition C4H8NO and charge +1 at a distorted geometry from the OMol25 dataset. Energies are from ωB97M-V with the def2-TZVPD basis set.

The geometry in XYZ format:
```
14
Properties=species:S:1:pos:R:3:forces:R:3
O -1.92411 -0.00794 -0.46849 -1.51 -1.32 0.19
C -0.95272 0.04993 0.44188 0.96 1.29 2.04
C 0.11369 1.26855 0.19996 -0.96 0.08 2.35
C 1.24150 0.52678 -0.38084 -0.47 -1.19 1.87
C 1.26095 -0.77419 -0.16309 -1.03 -0.61 -2.26
N -0.08303 -1.22050 0.19248 -0.87 -1.83 -1.18
H -1.80400 0.62479 -1.13494 0.15 1.40 -1.69
H -1.43471 -0.06844 1.44378 0.88 0.36 -0.58
H 0.42647 1.81925 1.20639 -0.56 -1.48 -1.87
H -0.21478 2.14346 -0.40294 -0.41 -0.96 0.05
H 2.07885 1.01443 -0.64508 2.81 1.69 -1.26
H 1.86251 -1.62017 -0.50454 0.47 0.82 0.26
H -0.66608 -1.72333 -0.57114 1.41 1.17 0.66
H 0.09546 -2.03264 0.78657 -0.89 0.59 1.42
```
Positions in Å, forces in eV/Å.

Computed properties:
ΔE to the lowest compared entry with this formula, charge and spin ... 1.432 eV
Net charge ... +1
Highest occupied orbital energy ... -15.05 eV
Max |F| ... 3.5 eV/Å
Gap between HOMO and LUMO ... 11.4 eV
Structure (SMILES) ... O[C@@H]1CC=C[NH2+]1

# 2
Here is a 2-piece molecular cluster, C5H12N2O overall at a distorted geometry from the OMol25 dataset. Energies are from ωB97M-V with the def2-TZVPD basis set.

The geometry in XYZ format:
```
20
Properties=species:S:1:pos:R:3:forces:R:3
N 2.63156 -0.23786 0.99594 -0.85 -1.08 -0.60
C 1.76079 -0.13883 -0.10420 1.14 2.93 0.17
C 1.85044 2.32970 0.10011 1.19 -0.24 0.51
C 0.94380 1.09765 0.08581 -1.61 1.27 0.83
N -0.97621 -1.75701 0.06494 1.38 -0.07 0.63
C -2.14802 -1.66673 -0.79391 0.97 -0.44 0.70
C -2.10472 -0.40667 0.01962 -2.73 0.77 -1.49
O -2.05467 0.73888 -0.51142 1.80 0.05 -0.02
H 1.42657 -1.05018 0.51359 -1.05 -0.83 0.19
H 3.23970 -1.06278 0.92330 0.23 0.19 -0.37
H 2.10345 -0.30733 -1.12936 -0.08 -0.94 0.17
H 2.68856 2.09404 0.77454 -0.11 0.16 0.12
H 1.40488 3.25252 0.47279 -0.35 -0.27 -0.15
H 2.35576 2.55013 -0.83842 -0.34 -0.05 -0.39
H 0.01826 1.37165 -0.45205 0.48 -1.09 -0.98
H 0.44044 1.00209 1.05262 0.55 0.02 0.39
H -1.18488 -2.07797 1.00948 -0.29 -0.01 -0.17
H -1.73110 -1.66644 -1.80362 -0.79 0.48 -0.03
H -2.94007 -2.39813 -0.63780 -0.08 0.13 0.10
H -2.69993 -0.38033 0.94272 0.52 -0.98 0.39
```
Positions in Å, forces in eV/Å.

Computed properties:
ΔE to the lowest compared entry with this formula, charge and spin ... 9.994 eV
Net charge ... 0
Highest occupied orbital energy ... -6.77 eV
Max |F| ... 3.2 eV/Å
Gap between HOMO and LUMO ... 3.5 eV

Q: Which formula does entry 2 have?
A: C5H12N2O